Entry from the OMol25 dataset: a structure of composition C26H49BGeN12Ti at a distorted geometry (wB97M-V/def2-TZVPD).

* HOMO level: -13.329 eV
* M: 661.05 g mol⁻¹
* 2S+1: 1
* E_tot: -125932.906 eV
* total charge: +2
* energy above the lowest of the compared OMol25 structures with the same formula, charge and spin: 50.7 kJ/mol

```
90
Properties=species:S:1:pos:R:3:forces:R:3:lowdin_charge:R:1
Ti -0.273 0.115 -0.795 0.3354 -1.0358 -0.0756 1.17
N -0.207 1.339 4.229 -0.0520 -0.0815 2.1476 0.03
C -1.350 0.816 5.075 0.1702 1.0552 0.1477 -0.23
C -2.243 -0.110 4.316 1.6723 -0.7318 0.2971 -0.23
N -2.105 0.133 2.883 -1.4784 -2.0459 0.0922 -0.17
C -2.511 1.500 2.534 -1.6586 -1.9657 0.0244 -0.16
C -1.579 1.987 1.463 -2.1141 2.6689 -2.1607 -0.22
N -0.398 1.248 1.001 0.7891 0.4199 1.3292 -0.04
C -2.954 -0.977 2.295 1.7461 -0.4722 0.4841 -0.15
C -2.947 -1.199 0.783 0.1799 -0.0502 0.5904 -0.17
N -1.560 -1.411 0.253 0.0889 -0.0187 -0.0904 -0.01
H 0.566 0.667 4.335 -0.4076 0.4054 -0.1470 0.05
H 0.083 2.143 4.816 0.2590 -0.4092 -0.8045 0.10
H -1.993 1.646 5.308 0.1466 0.9193 0.2420 0.10
H -1.084 0.419 6.069 0.2316 -0.0842 -0.5309 0.13
H -3.234 -0.083 4.730 -0.9156 0.3715 -0.1311 0.13
H -1.909 -1.104 4.575 0.1391 -0.6737 -0.5445 0.11
H -2.560 2.130 3.431 0.3795 -0.1268 -0.4748 0.12
H -3.593 1.475 2.135 1.4269 0.1887 0.4502 0.15
H -1.340 3.023 1.720 0.5201 -0.1739 -0.1461 0.13
H -2.225 2.093 0.576 0.3515 0.1301 0.1673 0.05
H -0.130 0.759 1.888 0.3727 -0.0019 -0.6271 0.08
H 0.325 1.989 0.814 -0.5816 -1.0397 0.4239 0.13
H -3.969 -0.869 2.692 -0.1168 -0.2757 -0.3291 0.13
H -2.493 -1.979 2.697 -0.9238 1.8782 -0.3540 0.16
H -3.516 -0.503 0.184 0.1721 0.5396 -0.0846 0.08
H -3.471 -2.135 0.713 -0.3486 -0.5150 -0.3833 0.12
H -1.573 -2.205 -0.403 0.0087 0.4406 0.2526 0.09
H -0.964 -1.758 1.025 -0.1196 0.2812 -0.4295 0.08
C 0.451 3.435 -2.901 0.5373 -1.6015 0.2774 0.00
C 1.431 2.303 -2.666 1.3473 -0.2156 -0.6383 -0.27
C 2.692 2.180 -3.326 -0.5546 -0.3290 2.2746 0.04
C 3.394 1.229 -2.581 -1.9102 0.1944 -0.5363 -0.01
N 2.578 0.683 -1.629 0.1203 0.7908 -0.9036 0.05
N 1.341 1.358 -1.693 0.1195 -0.6562 0.0698 0.00
B 2.554 -0.755 -0.978 0.8465 0.0679 0.8490 -0.71
N 1.718 -0.551 0.354 -0.9283 -0.0367 2.0106 -0.07
C 2.224 0.224 1.438 -0.5070 -2.8577 1.3259 -0.04
C 2.019 -0.508 2.614 0.9993 1.1717 -1.6784 0.00
C 1.435 -1.768 2.228 -0.1490 0.6319 0.7507 -0.35
C 1.056 -2.964 3.086 -0.8200 0.6967 1.1732 0.00
N 1.194 -1.736 0.975 -0.0360 -0.5138 -3.0499 0.08
N 1.771 -1.694 -1.899 -0.5010 -0.7510 -0.9677 0.03
C 2.175 -2.582 -2.840 -2.2516 0.3207 0.5713 0.04
C 1.028 -3.062 -3.489 0.2632 -0.2333 0.0315 0.02
C -0.060 -2.474 -2.875 -0.0928 0.7537 0.5172 -0.28
C -1.496 -2.933 -3.028 0.0039 -0.4404 -0.3115 -0.01
N 0.404 -1.587 -1.936 -0.3149 0.3392 0.1390 -0.01
N 3.892 -1.321 -0.605 1.5257 0.0758 -0.6782 -0.01
C 5.167 -0.952 -1.027 -0.0356 0.0039 0.0981 -0.04
C 6.077 -1.773 -0.387 -1.5894 0.3538 0.3209 0.01
C 5.257 -2.656 0.397 1.1486 0.7365 -1.0947 -0.37
C 5.771 -3.882 1.023 0.6160 -1.6663 1.7615 -0.05
N 3.984 -2.401 0.248 -0.7410 0.4707 -0.1648 0.14
H 1.043 4.343 -3.033 -0.3937 0.0521 0.1793 0.11
H -0.208 3.432 -2.039 -0.0902 0.5601 -0.1466 0.03
H -0.120 3.229 -3.805 -0.0772 0.1748 -0.0364 0.09
H 3.115 2.834 -4.060 -0.0408 0.1217 -0.2611 0.12
H 4.400 0.945 -2.791 0.1833 -0.3210 0.2074 0.11
H 2.761 1.132 1.328 0.2406 0.6190 -0.3239 0.13
H 2.352 -0.191 3.588 0.0492 -0.0738 0.0630 0.11
H 0.181 -3.566 2.704 0.9614 0.8438 0.1296 0.09
H 0.753 -2.511 4.103 0.5556 -1.0925 -1.3329 0.10
H 1.905 -3.671 3.207 -0.4507 0.6569 -0.0017 0.09
H 3.156 -2.946 -2.921 1.2258 0.0728 -0.0658 0.13
H 0.923 -3.808 -4.271 0.4017 0.1620 0.2743 0.13
H -1.571 -3.861 -2.410 -0.2350 0.6010 -0.5566 0.11
H -1.753 -3.184 -4.084 0.5514 -0.0319 0.7594 0.11
H -2.302 -2.248 -2.750 0.4091 0.1959 0.3388 0.06
H 5.282 -0.153 -1.789 0.2474 -0.9633 1.1311 0.10
H 7.145 -1.776 -0.311 0.2635 0.1943 -0.5316 0.11
H 6.477 -3.846 1.919 -1.0419 0.7675 -0.9993 0.10
H 6.398 -4.446 0.307 -0.6611 0.1317 0.0751 0.09
H 4.909 -4.495 1.364 0.6045 0.1338 -0.3715 0.08
C -4.695 1.664 -1.137 1.0490 -0.4863 -0.9503 -0.19
Ge -2.989 2.337 -2.034 -1.5411 2.1031 0.0253 0.84
C -2.546 4.191 -1.181 -0.9556 -2.2403 0.7314 -0.17
C -3.343 2.860 -3.928 1.6030 -0.4896 -0.4411 -0.21
C -1.661 0.857 -1.967 -1.2964 -0.7931 -0.5909 -0.39
H -4.540 1.743 -0.067 -0.4416 0.3066 0.2670 -0.01
H -4.845 0.589 -1.352 0.1205 0.4326 -0.0597 0.02
H -5.581 2.184 -1.533 0.4431 0.0633 0.4796 0.04
H -1.556 4.592 -1.196 0.5167 0.1805 -0.3097 0.00
H -2.838 4.072 -0.134 0.1261 0.1164 0.0315 0.00
H -3.272 4.872 -1.577 -0.2152 0.4122 -0.5833 0.02
H -3.371 2.041 -4.684 0.2739 0.4072 0.6627 0.03
H -2.472 3.553 -4.170 -1.2479 -0.7230 0.0112 0.03
H -4.287 3.372 -4.061 -0.1102 0.3709 0.3560 0.02
H -1.257 0.872 -2.977 0.6528 0.1857 -0.2930 0.02
H -2.438 0.024 -2.101 0.9505 0.4457 0.6496 0.04
```
Forces are in eV/Å.